(1)
The following is a quantum chemistry calculation of a structure of composition C26H42CoN8O7S in a non-equilibrium geometry, from OMol25.

Properties
LUMO (spin up / spin down) (eV): -1.47 / -0.82
Total energy (hartree): -3761.30855
Highest occupied orbital energy (spin up / spin down) (eV): -5.723 / -8.455
2S+1: 4
ΔE to the lowest compared entry with this formula, charge and spin (kcal/mol): 30.2

Last column: Löwdin charge in e.
CARTESIAN COORDINATES (ANGSTROEM)
Co (0.109, 0.194, -0.257)  0.63
N (0.576, -1.681, -1.204)  0.01
C (0.909, -2.688, -0.205)  -0.21
C (1.637, -1.944, 0.913)  -0.20
N (0.814, -0.787, 1.273)  -0.03
H (-0.142, -2.001, -1.862)  0.08
H (1.405, -1.436, -1.745)  0.11
H (1.524, -3.507, -0.600)  0.12
H (-0.025, -3.106, 0.180)  0.12
H (2.600, -1.575, 0.553)  0.13
H (1.805, -2.596, 1.778)  0.12
H (1.290, -0.219, 2.020)  0.06
H (-0.043, -1.139, 1.713)  0.08
C (-6.297, -4.099, -1.144)  -0.11
C (-6.286, -2.908, -0.192)  -0.27
C (-5.045, -2.873, 0.701)  -0.19
C (-3.739, -2.679, -0.082)  -0.23
N (-3.813, -1.531, -0.948)  0.01
C (-3.388, -0.309, -0.642)  -0.75
S (-2.522, -0.032, 0.799)  0.73
N (-3.690, 0.672, -1.490)  0.03
C (-3.386, 2.072, -1.331)  -0.20
C (-4.580, 2.900, -0.845)  -0.19
C (-5.739, 3.047, -1.835)  -0.25
C (-6.576, 1.781, -2.006)  -0.11
H (-7.203, -4.096, -1.746)  0.07
H (-6.265, -5.034, -0.585)  0.07
H (-5.447, -4.075, -1.820)  0.06
H (-7.174, -2.951, 0.442)  0.11
H (-6.345, -1.980, -0.765)  0.09
H (-4.975, -3.803, 1.268)  0.11
H (-5.145, -2.052, 1.413)  0.11
H (-3.519, -3.557, -0.689)  0.12
H (-2.918, -2.517, 0.620)  0.06
H (-4.187, -1.679, -1.882)  0.12
H (-4.136, 0.397, -2.360)  0.11
H (-3.030, 2.458, -2.291)  0.13
H (-2.580, 2.156, -0.597)  0.07
H (-4.193, 3.894, -0.615)  0.11
H (-4.956, 2.464, 0.083)  0.11
H (-5.358, 3.373, -2.804)  0.11
H (-6.387, 3.841, -1.457)  0.10
H (-6.101, 1.067, -2.673)  0.06
H (-7.547, 2.026, -2.431)  0.07
H (-6.740, 1.303, -1.042)  0.07
C (1.443, 0.063, 4.604)  -0.09
N (1.485, 0.765, 3.334)  -0.32
C (2.667, 1.600, 3.207)  -0.07
C (0.231, 1.497, 3.108)  -0.16
C (0.245, 2.401, 1.897)  -0.23
C (0.386, 3.761, 2.181)  -0.06
C (0.369, 4.728, 1.199)  -0.08
C (0.140, 4.339, -0.104)  -0.06
C (-0.029, 2.994, -0.394)  -0.10
C (0.073, 1.986, 0.567)  -0.11
H (2.292, -0.620, 4.671)  0.09
H (0.521, -0.515, 4.660)  0.09
H (1.480, 0.740, 5.468)  0.09
H (3.551, 0.969, 3.298)  0.09
H (2.718, 2.395, 3.964)  0.10
H (2.667, 2.052, 2.215)  0.09
H (-0.002, 2.114, 3.989)  0.13
H (-0.571, 0.763, 2.991)  0.10
H (0.516, 4.065, 3.212)  0.11
H (0.513, 5.769, 1.450)  0.10
H (0.095, 5.069, -0.899)  0.11
H (-0.266, 2.757, -1.418)  0.09
O (-2.272, 2.394, -7.146)  0.07
N (-1.241, 2.650, -6.552)  -0.37
O (-0.486, 3.553, -6.855)  0.08
C (-0.924, 1.857, -5.408)  -0.16
C (-1.764, 0.786, -5.098)  0.08
C (-1.545, 0.097, -3.912)  -0.11
C (-0.606, 0.600, -2.953)  -0.23
O (-0.853, 0.420, -1.723)  -0.17
C (0.421, 1.472, -3.439)  -0.10
C (0.204, 2.148, -4.647)  0.09
N (1.572, 1.663, -2.689)  -0.38
O (2.430, 2.455, -3.079)  0.02
O (1.773, 0.947, -1.653)  -0.09
N (-2.308, -1.000, -3.521)  -0.29
O (-3.525, -1.048, -3.803)  0.03
O (-1.751, -1.909, -2.864)  0.04
H (-2.563, 0.495, -5.759)  0.13
H (0.892, 2.914, -4.963)  0.12



(2)
The following is a quantum chemistry calculation of a cluster of 2 separate species, C26H43BrFN2O5 in total in a non-equilibrium geometry, from OMol25.

Properties
LUMO (eV): -2.30
Total energy (hartree): -4175.58422
Highest occupied orbital energy (eV): -10.710
2S+1: 1
Total charge: +1

Last column: Löwdin charge in e.
CARTESIAN COORDINATES (ANGSTROEM)
C (3.388, 3.239, 3.085)  -0.05
C (2.651, 3.041, 1.642)  -0.32
C (1.654, 1.787, 1.827)  -0.12
N (0.616, 1.701, 0.739)  0.04
C (-0.103, 3.001, 0.491)  -0.67
Br (-1.143, 3.604, 2.067)  0.85
C (-0.953, 2.833, -0.864)  -0.12
C (-2.538, 2.791, -0.664)  -0.25
O (-2.882, 1.613, 0.105)  -0.25
C (-4.330, 1.701, 0.349)  -0.14
C (-4.930, 0.284, -0.188)  -0.14
O (-4.915, -0.617, 0.946)  -0.12
C (-3.697, -1.349, 1.021)  -0.20
C (-3.394, -2.528, 0.019)  0.03
C (-2.077, -3.376, 0.113)  0.00
C (-0.979, -3.102, 1.216)  -0.13
C (0.297, -4.064, 1.238)  -0.45
C (0.919, -4.205, 2.743)  -0.06
C (-0.279, -5.563, 0.910)  -0.08
C (1.398, -3.768, 0.110)  -0.12
C (1.877, -2.247, -0.032)  -0.51
C (3.256, -2.297, -0.913)  -0.08
C (0.879, -1.286, -0.855)  -0.07
C (2.267, -1.508, 1.338)  -0.08
C (-1.257, -1.917, 2.171)  -0.03
C (-2.575, -1.062, 2.082)  0.02
C (1.012, 4.158, 0.185)  -0.19
N (1.969, 4.323, 1.311)  -0.06
H (2.826, 2.694, 3.919)  0.08
H (3.397, 4.357, 3.350)  0.09
H (4.451, 2.796, 3.043)  0.09
H (3.479, 2.779, 0.898)  0.15
H (1.123, 1.887, 2.835)  0.12
H (2.251, 0.797, 1.795)  0.10
H (1.089, 1.413, -0.142)  0.16
H (-0.077, 0.981, 1.016)  0.15
H (-0.641, 1.837, -1.370)  0.13
H (-0.712, 3.680, -1.602)  0.12
H (-2.926, 3.760, -0.188)  0.11
H (-3.050, 2.673, -1.697)  0.15
H (-4.826, 2.609, -0.128)  0.13
H (-4.451, 1.693, 1.501)  0.15
H (-6.022, 0.521, -0.492)  0.14
H (-4.375, -0.093, -1.111)  0.14
H (-4.186, -2.748, -0.771)  0.10
H (-1.979, -4.199, -0.676)  0.10
H (0.953, -3.145, 3.185)  0.05
H (0.187, -4.808, 3.377)  0.10
H (1.984, -4.648, 2.726)  0.10
H (-0.490, -5.634, -0.208)  0.07
H (-1.283, -5.677, 1.470)  0.10
H (0.452, -6.363, 1.290)  0.10
H (0.913, -4.054, -0.904)  0.13
H (2.302, -4.484, 0.211)  0.14
H (3.095, -3.095, -1.738)  0.10
H (3.526, -1.273, -1.336)  0.08
H (4.083, -2.725, -0.235)  0.10
H (0.496, -1.833, -1.780)  0.10
H (0.049, -0.848, -0.191)  0.06
H (1.510, -0.386, -1.213)  0.07
H (1.397, -1.017, 1.889)  0.05
H (2.774, -2.292, 2.024)  0.10
H (3.110, -0.749, 1.098)  0.09
H (-0.506, -1.649, 2.994)  0.08
H (-2.779, -0.193, 2.789)  0.10
H (1.585, 3.836, -0.769)  0.13
H (0.493, 5.157, -0.077)  0.15
H (1.529, 4.717, 2.153)  0.09
C (0.428, 0.881, -4.923)  -0.06
C (-0.059, 2.016, -5.765)  -0.32
O (-0.214, 3.067, -4.830)  0.15
C (0.701, 2.823, -3.855)  -0.53
O (1.049, 3.632, -3.040)  0.13
O (1.181, 1.549, -3.919)  0.06
F (-1.267, 1.738, -6.305)  0.09
H (-0.388, 0.323, -4.454)  0.15
H (1.052, 0.183, -5.484)  0.15
H (0.637, 2.324, -6.551)  0.18



(3)
The following is a quantum chemistry calculation of a structure of composition C26H43Cl3LaN3O3Si in a non-equilibrium geometry, from OMol25.

Properties
LUMO (eV): 0.23
Total energy (hartree): -3108.36917
Highest occupied orbital energy (eV): -7.685
2S+1: 1

Last column: Löwdin charge in e.
CARTESIAN COORDINATES (ANGSTROEM)
C (2.904, -2.453, -2.909)  -0.06
C (2.160, -1.600, -3.892)  -0.25
H (2.447, -3.448, -2.822)  0.08
H (2.939, -1.983, -1.916)  0.06
H (3.947, -2.615, -3.235)  0.10
C (1.907, -2.098, -5.126)  -0.11
C (2.203, -3.488, -5.559)  -0.10
H (1.554, -1.495, -5.955)  0.10
H (1.737, -4.254, -4.924)  0.08
H (3.278, -3.705, -5.624)  0.08
H (1.803, -3.621, -6.571)  0.07
La (1.391, 0.123, 0.538)  1.49
Cl (2.763, -0.271, 2.777)  -0.27
Cl (3.017, 1.993, -0.298)  -0.21
C (0.301, 2.978, 1.618)  -0.28
O (0.012, 1.739, 1.593)  -0.28
N (-0.562, 3.948, 1.357)  -0.15
C (-1.989, 3.651, 1.160)  0.00
C (-0.046, 5.210, 0.821)  -0.02
H (1.342, 3.271, 1.788)  0.13
H (-2.338, 3.033, 1.994)  0.10
H (-2.149, 3.112, 0.212)  0.08
H (-2.516, 4.610, 1.148)  0.09
H (0.784, 5.557, 1.443)  0.10
H (-0.852, 5.947, 0.822)  0.09
H (0.339, 5.078, -0.203)  0.11
H (-0.718, -4.905, 3.834)  0.10
H (-1.029, -3.520, 0.542)  0.04
C (-1.643, -4.376, 3.573)  -0.04
C (-1.873, -3.508, 1.243)  -0.05
N (-1.392, -3.314, 2.606)  -0.17
H (-2.071, -3.970, 4.496)  0.09
C (-0.644, -2.241, 2.886)  -0.27
O (-0.244, -1.431, 2.001)  -0.21
H (-2.562, -2.704, 0.947)  0.09
H (-0.363, -2.146, 3.952)  0.14
H (-2.343, -5.091, 3.133)  0.09
H (-2.404, -4.463, 1.197)  0.09
O (1.187, -0.064, -2.123)  -0.49
C (1.948, -0.163, -3.454)  -0.21
C (0.297, 0.303, -5.342)  -0.10
C (1.368, 0.732, -4.555)  -0.19
H (-0.152, -0.681, -5.172)  0.09
C (-0.196, 1.112, -6.384)  -0.07
H (2.937, 0.246, -3.190)  0.14
C (2.007, 1.945, -4.859)  -0.02
H (-1.076, 0.795, -6.951)  0.11
C (0.444, 2.315, -6.693)  -0.09
C (1.552, 2.721, -5.935)  -0.08
H (2.849, 2.225, -4.214)  0.12
H (0.073, 2.970, -7.502)  0.11
H (2.075, 3.662, -6.139)  0.10
Si (-0.644, -0.173, -2.071)  0.03
Cl (-0.570, -2.337, -1.819)  0.33
C (-1.885, -0.598, -3.452)  -0.25
C (-0.534, 1.825, -2.124)  -0.18
C (-1.649, 0.143, -0.432)  -0.26
H (-1.941, 0.078, -4.307)  0.01
H (-2.859, -0.570, -2.949)  0.03
H (-1.814, -1.612, -3.869)  0.00
H (-1.725, -0.682, 0.281)  -0.02
H (-2.657, 0.401, -0.799)  0.06
H (-1.337, 1.014, 0.165)  -0.03
H (-0.508, 2.156, -3.166)  0.02
H (0.381, 2.207, -1.641)  -0.01
H (-1.398, 2.296, -1.640)  0.00
N (-0.275, 0.277, 5.000)  0.10
C (-0.352, 0.185, 6.359)  -0.33
C (0.822, 0.302, 7.154)  -0.04
C (0.765, 0.060, 8.524)  -0.10
C (-0.440, -0.300, 9.140)  -0.12
C (-1.614, -0.353, 8.376)  -0.11
C (-1.584, -0.096, 7.007)  -0.06
H (0.612, 0.366, 4.505)  0.04
H (-1.108, 0.289, 4.418)  0.09
H (1.754, 0.561, 6.646)  0.11
H (1.678, 0.151, 9.110)  0.10
H (-0.472, -0.517, 10.209)  0.09
H (-2.565, -0.601, 8.849)  0.10
H (-2.487, -0.141, 6.389)  0.10